# 1
Here is a cluster of 4 separate species, C31H48INO4PS in total in a non-equilibrium geometry from the Open Molecules 2025 dataset. Energies are from the ωB97M-V functional and the def2-TZVPD basis.

CARTESIAN COORDINATES (ANGSTROEM)
C  4.813  5.017  -0.446
C  5.478  4.121  -1.488
C  4.573  3.046  -2.095
O  3.592  2.669  -1.113
N  2.717  1.636  -1.480
C  3.440  0.346  -1.715
C  4.270  -0.145  -0.532
C  5.782  -0.019  -0.726
C  6.418  1.021  0.182
C  7.930  1.115  0.039
C  8.459  1.093  -1.373
O  7.745  2.011  -2.195
C  7.752  1.682  -3.567
C  1.625  1.534  -0.366
I  2.256  2.333  1.522
C  1.041  0.145  -0.174
C  -0.356  0.284  0.432
P  1.760  2.122  -2.994
O  0.623  1.042  -3.018
O  2.708  1.640  -4.156
S  1.174  3.924  -2.990
H  4.835  4.539  0.530
H  3.781  5.244  -0.686
H  5.386  5.932  -0.344
H  6.388  3.669  -1.105
H  5.782  4.750  -2.322
H  5.178  2.188  -2.390
H  4.097  3.460  -2.981
H  4.107  0.488  -2.561
H  2.713  -0.385  -2.042
H  3.942  0.328  0.388
H  4.037  -1.202  -0.426
H  6.228  -0.986  -0.495
H  6.040  0.186  -1.764
H  5.931  1.982  0.015
H  6.201  0.750  1.216
H  8.384  0.266  0.550
H  8.271  2.018  0.539
H  8.415  0.094  -1.812
H  9.513  1.380  -1.349
H  7.686  2.604  -4.139
H  8.658  1.157  -3.860
H  6.886  1.067  -3.830
H  0.836  2.211  -0.674
H  1.677  -0.434  0.488
H  0.912  -0.364  -1.120
H  -0.710  -0.662  0.824
H  -0.385  1.041  1.207
H  -1.032  0.603  -0.359
H  0.887  0.207  -3.438
H  3.054  2.431  -4.606
C  -3.081  -3.757  3.536
C  -2.000  -4.526  3.130
C  -0.727  -3.974  3.106
C  -0.536  -2.656  3.498
C  -1.616  -1.889  3.914
C  -2.889  -2.439  3.928
H  -4.075  -4.184  3.549
H  -2.149  -5.555  2.830
H  0.116  -4.570  2.781
H  0.458  -2.226  3.482
H  -1.466  -0.863  4.224
H  -3.734  -1.840  4.243
C  -7.314  -0.222  0.751
C  -6.856  1.020  1.168
C  -5.586  1.144  1.713
C  -4.773  0.026  1.839
C  -5.230  -1.216  1.421
C  -6.502  -1.339  0.879
H  -8.306  -0.323  0.330
H  -7.490  1.891  1.069
H  -5.232  2.112  2.043
H  -3.781  0.121  2.265
H  -4.595  -2.087  1.521
H  -6.864  -2.306  0.557
C  -11.279  -2.649  1.488
C  -11.894  -3.031  0.304
C  -11.220  -3.840  -0.600
C  -9.931  -4.271  -0.318
C  -9.319  -3.891  0.868
C  -9.990  -3.078  1.769
H  -11.805  -2.017  2.191
H  -12.901  -2.699  0.085
H  -11.699  -4.135  -1.525
H  -9.406  -4.903  -1.022
H  -8.314  -4.230  1.090
H  -9.508  -2.777  2.691

Computed properties:
Total charge   +1
Kohn-Sham gap   7.721 eV
Energy   -2602.7229 Eh

# 2
Here is the ion C4H8NO2 with charge -1 in a non-equilibrium geometry from the Open Molecules 2025 dataset. Energies are from the ωB97M-V functional and the def2-TZVPD basis.

CARTESIAN COORDINATES (ANGSTROEM)
C  1.460  0.258  -1.532
C  0.186  -0.297  -0.882
C  0.339  -0.220  0.647
N  -0.855  -0.661  1.346
C  -2.036  0.199  1.193
O  -2.242  0.969  2.165
O  -2.684  0.102  0.138
H  2.233  -0.468  -1.733
H  1.902  1.043  -0.917
H  1.277  0.734  -2.501
H  -0.585  0.446  -1.081
H  -0.038  -1.327  -1.127
H  0.595  0.817  0.936
H  1.170  -0.842  1.009
H  -0.722  -0.753  2.342

Computed properties:
Total charge   -1
Kohn-Sham gap   7.414 eV
Energy above the lowest of the compared OMol25 structures with the same formula, charge and spin   52.0 kJ/mol
Energy   -362.5044 Eh

# 3
Here is an isolated molecule of CH4N4S in a non-equilibrium geometry from the Open Molecules 2025 dataset. Energies are from the ωB97M-V functional and the def2-TZVPD basis.

CARTESIAN COORDINATES (ANGSTROEM)
N  1.151  1.004  -0.662
N  0.303  0.093  0.021
C  -0.855  -0.558  -0.644
S  -1.655  -1.295  1.106
N  -0.351  -0.526  2.041
N  0.399  0.078  1.286
H  2.018  0.644  -0.582
H  0.955  1.924  -0.198
H  -1.393  0.110  -1.188
H  -0.573  -1.475  -1.179

Computed properties:
Total charge   0
Kohn-Sham gap   9.137 eV
Energy above the lowest of the compared OMol25 structures with the same formula, charge and spin   249.4 kJ/mol
Energy   -657.5807 Eh

# 4
Here is a cluster of 2 separate species, C16H24BF2NO9 in total from the Open Molecules 2025 dataset. Energies are from the ωB97M-V functional and the def2-TZVPD basis.

CARTESIAN COORDINATES (ANGSTROEM)
C  -4.259  -2.975  -0.660
C  -2.978  -2.272  -1.051
O  -1.993  -3.267  -1.365
B  -1.065  -3.068  -2.345
O  -1.106  -3.828  -3.504
C  0.226  -2.152  -2.107
O  0.725  -1.534  -3.320
C  0.395  -0.182  -3.545
C  -1.041  0.091  -3.991
C  -1.106  1.285  -4.936
O  -1.939  0.273  -2.906
O  0.047  -1.250  -1.070
C  1.231  -0.897  -0.330
C  1.162  0.594  0.036
C  0.880  0.950  1.478
F  -0.354  0.364  1.856
C  1.334  -1.840  0.865
N  2.628  -1.673  1.517
F  3.455  -2.746  1.034
H  -4.096  -3.623  0.201
H  -4.649  -3.564  -1.491
H  -5.010  -2.230  -0.386
H  -3.148  -1.615  -1.905
H  -2.597  -1.647  -0.240
H  -1.202  -3.325  -4.318
H  1.040  -2.860  -1.862
H  0.624  0.431  -2.667
H  1.072  0.136  -4.341
H  -1.406  -0.800  -4.519
H  -0.402  1.183  -5.765
H  -0.857  2.201  -4.393
H  -2.117  1.401  -5.326
H  -1.493  0.750  -2.194
H  2.106  -1.086  -0.964
H  0.368  1.046  -0.566
H  2.101  1.088  -0.226
H  0.809  2.033  1.598
H  1.653  0.613  2.169
H  0.526  -1.647  1.571
H  1.233  -2.877  0.528
H  2.563  -1.898  2.506
C  0.065  3.936  4.783
C  0.622  3.486  6.005
C  2.075  2.896  5.960
O  2.594  2.548  7.034
C  2.704  2.788  4.700
C  2.143  3.241  3.493
C  0.719  3.885  3.545
O  0.239  4.287  2.461
O  2.687  3.141  2.375
O  0.039  3.523  7.099
H  -0.941  4.347  4.792
H  3.695  2.340  4.683

Computed properties:
Total charge   -2
Kohn-Sham gap   3.459 eV
Energy   -1580.5599 Eh

# 5
Here is an isolated molecule of C4H4N2O in a non-equilibrium geometry from the Open Molecules 2025 dataset. Energies are from the ωB97M-V functional and the def2-TZVPD basis.

CARTESIAN COORDINATES (ANGSTROEM)
N  -2.217  -1.303  -0.058
C  -1.665  -0.315  -0.063
C  -0.915  0.993  0.021
O  -1.518  2.030  -0.028
N  0.453  1.039  0.040
C  0.806  -0.341  0.732
C  0.971  -0.167  -0.747
H  -0.015  -0.906  1.338
H  1.655  -0.077  1.266
H  1.987  -0.122  -1.116
H  0.459  -0.832  -1.385

Computed properties:
Total charge   0
Kohn-Sham gap   11.261 eV
Energy above the lowest of the compared OMol25 structures with the same formula, charge and spin   299.0 kJ/mol
Energy   -339.4678 Eh